The following is a DFT calculation (ωB97M-V/def2-TZVPD) of a cluster of 2 separate species, C2H4O2P in total.

```
9
Properties=species:S:1:pos:R:3:forces:R:3:mulliken_charge:R:1
C -1.78400 -0.07733 -0.15821 0.625 3.441 -0.128 0.47
C 0.49047 0.60741 0.47979 0.089 3.004 -2.979 -0.91
O -2.25277 0.94960 -0.52483 -0.082 0.209 -0.420 -0.43
O -1.91137 -1.17697 0.17323 0.279 -3.001 0.678 -0.40
P 1.85397 -0.32189 -0.26068 0.142 1.210 -0.262 -0.11
H 0.27501 0.18977 1.36668 -0.687 -1.482 3.461 0.28
H 0.68048 1.75570 0.63802 -0.228 -2.061 -0.446 0.21
H 1.41907 -0.41049 -1.60968 0.203 0.247 -0.398 -0.07
H 1.22915 -1.51580 -0.10433 -0.342 -1.567 0.493 -0.06
```
Positions in Å, forces in eV/Å.

Output
net charge	-1
spin multiplicity	1
HOMO energy	-2.06	eV
Kohn-Sham gap	6.24	eV
molar mass	91.0	u
ΔE to the lowest compared entry with this formula, charge and spin	62.8	kcal/mol